Record 1
108
Properties=species:S:1:pos:R:3:forces:R:3 method="wB97M-V/def2-TZVPD" relative_energy_ev=1.861 s_squared=3.7934 e_tot_ev=-61770.791 orbital_gap_ev="6.431 / 5.166" max_force_ha_per_bohr=0.04005 lumo_ev="-8.89 / -10.14" charge=+3 e_homo_ev="-15.3 / -15.3" multiplicity=4
H -1.2990 -0.9704 -4.8926 0.0 0.0 0.0
H -2.0543 -1.4701 2.8406 0.2 -0.1 0.0
H 0.7349 -2.8685 0.6909 0.0 0.0 0.0
C 2.7569 -0.4051 -1.2718 -0.2 0.0 0.1
C 0.6039 -4.2045 -3.8666 0.1 0.0 0.0
O -0.5360 1.8659 0.8917 0.4 -0.4 -0.5
N 2.5319 2.7559 1.8868 -0.1 -0.3 0.0
C -5.8660 1.1613 -0.1133 -0.2 -0.1 0.1
H 4.3854 1.8118 3.5742 -0.1 0.0 0.0
H -6.1038 1.5604 0.8761 0.0 0.0 0.0
C -1.9767 3.7641 1.1026 0.0 -0.1 0.5
C -3.6536 0.2856 -0.6763 -0.3 -0.2 -0.1
N -0.1836 2.0942 -1.4359 0.7 -0.7 -0.2
O -1.0772 2.9984 3.2510 -0.2 0.2 0.2
H 2.3942 -0.8761 2.9239 0.1 0.0 -0.1
C 2.8591 3.0938 0.5235 0.0 0.0 0.0
C 3.6197 1.5508 4.3021 -0.1 0.1 0.2
N 0.4219 -1.3479 -3.7483 -0.2 0.1 0.1
N 1.8066 0.5537 1.4665 -0.2 0.2 -0.4
H 1.3822 -0.2444 4.7815 0.0 0.0 0.0
H -4.3002 6.0860 3.1284 0.0 0.0 0.0
H 4.7562 -0.9408 -1.7963 -0.1 0.0 0.0
C 1.7970 1.3931 -2.3697 0.2 -0.3 -0.2
H -0.0645 -0.2908 3.0385 -0.1 -0.6 -0.4
H 0.2142 -5.1532 -3.4953 0.0 0.0 0.1
C -0.8969 -2.6331 -0.6758 0.0 0.0 -0.2
H -0.1565 -3.7578 -4.5013 0.0 0.0 0.0
H -1.3092 -0.2789 -3.2607 0.2 -0.2 0.0
H -1.9697 0.8470 1.9151 -0.1 0.0 0.0
H -0.3232 0.4548 -4.5419 0.1 0.1 0.0
H -4.4054 -1.7971 0.7406 -0.1 0.1 -0.1
H 3.5830 4.2234 2.9933 0.0 -0.1 0.0
C 4.0180 0.7264 -2.9514 0.0 -0.1 0.0
C -2.7592 4.6209 3.2288 0.0 0.0 0.1
N -0.5651 -1.3454 1.3174 0.4 0.3 -0.7
H -2.5532 -2.0358 1.2520 0.1 -0.1 0.1
C -2.5579 0.0754 1.4313 0.0 0.1 0.1
C 1.7333 -3.9542 -1.6912 -0.1 0.0 0.1
H 3.7507 3.7247 0.5103 0.0 0.0 0.0
H 1.6781 -0.6238 -5.2384 0.0 0.0 0.0
H -0.5533 2.4516 2.6595 0.2 -0.1 -0.3
C -5.2226 -1.0771 0.7134 0.0 0.0 0.1
C -1.1674 2.8668 0.3163 0.2 0.1 -0.3
H -2.0910 1.5923 -2.3486 0.1 0.1 0.0
N -0.9899 3.0679 -0.9797 -0.5 0.3 0.2
C -1.9820 -1.2691 1.7707 -0.2 0.0 0.1
C 1.3958 -1.5871 -4.8149 0.0 0.0 0.0
H 2.9549 2.3746 -3.8678 0.1 -0.1 0.1
H -5.5896 -0.6790 -2.0785 0.0 0.0 0.0
C -3.6961 5.4583 1.1605 -0.1 0.1 0.0
H 2.0331 -3.2179 -0.9483 -0.1 0.0 -0.1
N -4.8289 0.1385 0.0181 -0.1 0.0 -0.1
H -6.7879 0.7554 -0.5397 0.1 0.0 0.0
H 3.9498 0.6631 4.8464 0.0 0.0 -0.1
H 1.4967 -4.4162 -4.4560 0.0 0.0 0.0
H -5.5418 -0.8616 1.7372 0.1 0.0 0.0
H -6.0686 -1.5475 0.2019 0.0 0.0 0.0
H -1.9419 -2.3215 -0.6329 0.0 -0.1 -0.1
H -2.7329 0.7428 -3.7710 -0.2 0.2 0.1
H 0.3564 -2.0108 3.0978 -0.2 -0.1 0.0
H -4.3786 6.1247 0.6504 0.0 0.0 0.0
H -4.8081 -0.3676 -3.6267 0.0 0.0 0.0
N -0.1683 -1.6284 -1.4820 0.0 0.5 0.5
C -0.6922 -0.4809 -4.1260 0.2 -0.2 0.2
C -1.9196 3.7682 2.5218 -0.1 0.1 -0.4
C 0.3941 -2.0925 -2.6267 -0.1 0.0 -0.3
H 0.9895 -2.2009 -5.6200 0.0 0.0 0.0
H 0.3032 0.9238 3.9716 0.3 0.3 0.4
H -0.8795 -3.6131 -1.1380 0.1 -0.1 -0.1
H 2.2853 -2.0682 -4.4148 0.0 0.0 0.0
C 1.2616 0.8015 4.4750 0.3 0.2 0.3
H 4.9272 0.8530 -3.5280 -0.1 0.0 0.0
C -0.3345 -2.6737 0.7158 0.1 -0.2 0.0
H 1.2267 1.4012 5.3868 0.0 0.0 0.0
C 0.7020 2.3350 -2.3437 -0.3 0.1 0.1
C -2.8657 4.6378 0.4454 0.1 -0.1 -0.1
N 0.8930 -3.3412 -2.7152 0.2 0.0 0.1
C -5.0643 0.0695 -2.6616 0.0 -0.1 -0.1
H -2.8749 4.6445 -0.6385 0.0 0.0 0.1
N 1.7099 0.4117 -1.4422 0.2 -0.2 0.0
N 2.3515 1.2746 3.6353 0.1 0.1 0.2
N -3.8209 0.4793 -2.0021 0.2 0.1 0.1
H -3.5656 0.1628 1.8165 -0.1 0.0 0.0
H 3.0556 2.1825 -0.0224 0.1 -0.2 -0.2
C -2.9836 1.2922 -2.8637 -0.3 0.1 -0.1
C 2.9310 1.5654 -3.1459 -0.1 0.2 -0.1
H 2.6353 -4.3428 -2.1657 0.0 0.0 0.0
H 2.1252 -1.4766 1.2952 -0.1 -0.1 0.2
C 2.5596 3.8929 2.8052 0.0 0.1 -0.1
C -3.6426 5.4423 2.5581 0.0 0.0 0.0
N -2.4812 0.2275 -0.0323 1.2 -0.1 -0.2
H -5.5163 1.9863 -0.7314 0.0 0.0 0.0
H 1.2341 -4.7897 -1.1938 0.0 0.0 0.0
C 1.7564 -0.7635 2.0438 0.0 -0.3 0.0
H -2.6965 4.6254 4.3100 0.0 0.0 -0.1
H 2.0479 3.6530 0.0458 0.0 0.0 0.0
H -3.5287 2.1915 -3.1606 0.0 0.0 0.0
C 3.9255 -0.2750 -1.9924 0.2 0.1 -0.2
H 0.7056 3.2801 -2.8759 0.0 0.0 0.0
H 2.0780 3.6467 3.7441 0.0 0.0 0.0
H 2.6581 -1.1693 -0.5135 0.0 0.1 -0.1
H 3.5336 2.3637 5.0293 0.0 0.0 -0.1
C 0.3437 -1.1194 2.4633 0.0 -0.2 0.0
H -0.8040 -3.4596 1.3119 0.0 0.1 0.1
Re -0.1744 0.2464 -0.4186 -1.7 0.5 1.1
C 2.2059 1.5007 2.2857 0.1 0.5 0.4
H -5.7260 0.9183 -2.8426 0.0 0.0 0.0
H 2.0189 4.7266 2.3512 0.0 -0.1 0.0

=====

Record 2
108
Properties=species:S:1:pos:R:3:forces:R:3 method="wB97M-V/def2-TZVPD" relative_energy_ev=1.334 e_tot_ev=-154086.472 orbital_gap_ev="6.499 / 3.991" max_force_ha_per_bohr=0.10646 lumo_ev="-0.96 / -3.56" charge=0 e_homo_ev="-7.5 / -7.6"
C 15.6923 7.8145 12.6761 -1.3 0.9 0.7
H 14.7597 8.2927 15.1246 0.1 -1.1 0.2
H 7.7873 9.3559 14.9015 -0.1 0.3 0.1
H 17.1023 9.4244 10.0755 -0.1 -0.4 0.8
H 12.1600 14.1777 17.7165 -0.5 -0.5 0.5
H 7.8279 18.3291 13.4773 0.5 -0.1 -0.1
H 10.7718 13.7139 18.8377 0.2 -0.1 -0.1
H 14.2105 6.2469 10.4610 -0.6 0.3 0.4
C 8.7842 11.0842 8.9535 -2.7 -2.7 1.3
H 7.4917 16.5618 11.9288 0.5 -0.8 -0.5
C 14.9464 12.0334 12.5025 -0.2 -0.1 -1.1
C 11.0601 14.1592 17.8868 2.0 -1.0 -1.2
C 8.3993 15.9260 12.0254 1.0 0.6 -0.6
C 13.5945 6.5700 13.3411 0.5 -0.2 1.0
C 15.9544 7.4094 8.9809 0.4 0.4 -1.1
C 7.5516 10.4294 14.9188 0.3 -0.2 -0.5
H 18.3808 11.4214 13.0473 -0.3 0.4 -0.6
C 16.2738 7.7492 11.3834 0.1 0.2 -0.1
H 15.0813 13.0635 12.8090 -0.2 0.3 0.1
H 18.5098 6.6992 10.0571 -0.7 -0.3 0.4
H 15.9724 11.8582 9.9560 -0.6 0.0 0.1
H 15.0471 5.1234 9.5389 0.2 -0.5 -0.4
H 18.0436 5.3587 11.1057 -0.7 0.3 0.0
H 10.9710 17.7020 13.5938 0.1 0.3 -0.1
C 9.2972 8.9771 8.3827 1.5 0.6 -0.7
C 8.0413 8.9590 8.8222 0.4 0.9 0.4
Pb 10.2033 12.1161 11.6852 0.5 0.5 0.4
H 14.4563 11.4879 13.3204 0.3 0.2 -0.3
H 14.7927 6.5516 15.6810 0.2 0.7 0.1
H 8.1532 14.8602 12.1642 -0.1 0.6 0.2
H 17.7953 5.3014 9.3649 -0.5 0.0 0.2
H 6.7954 10.6176 15.6973 0.3 0.0 -0.4
C 15.1068 6.7505 13.6232 0.2 0.4 -1.5
H 15.0716 9.5449 13.9184 0.5 0.0 -1.1
C 9.2031 16.5801 13.1453 0.8 0.3 1.7
H 8.2433 13.2609 16.1653 0.6 0.5 0.3
C 16.3524 11.4869 12.1032 -0.3 -0.6 -0.7
H 5.2281 11.8830 14.2554 0.0 0.2 0.2
H 13.2389 5.7634 14.0342 -0.1 0.7 -0.6
H 14.9878 8.0154 9.0452 1.4 -0.7 0.2
C 15.2685 7.3069 15.0159 -0.1 0.1 1.6
C 16.6747 9.0973 11.0355 0.4 1.7 -0.1
N 12.1797 8.4944 15.4711 -0.2 -0.7 3.2
H 11.7089 10.8737 8.7936 -0.1 -0.3 -0.7
H 7.6515 16.9812 14.6310 0.9 0.8 -0.6
H 11.6649 11.7445 17.2141 0.2 -0.1 -0.3
H 5.7021 11.4247 9.3691 1.3 0.1 0.6
H 10.3611 18.0086 11.9226 -0.1 0.3 -0.2
C 10.4004 13.4327 16.7024 -0.5 0.6 0.3
H 16.7928 8.0903 8.6161 -1.1 -0.9 0.5
C 11.0060 10.7583 7.9371 0.6 2.4 1.7
C 12.1463 8.1033 16.5933 0.0 0.5 -2.7
H 13.0654 7.5247 13.5225 0.1 -0.7 -0.2
C 16.2811 9.9750 12.0224 -0.4 -0.1 -1.3
N 7.7166 10.2130 9.2502 1.1 1.2 -0.8
H 8.8498 14.9084 16.7011 -0.1 -0.8 0.0
O 9.6726 15.5880 14.2085 -1.4 1.1 -0.6
H 16.7362 5.5937 12.8479 0.0 -0.5 0.2
H 10.9531 11.8276 7.5335 -0.4 -1.7 0.2
C 10.5187 17.2821 12.7019 -0.8 -1.5 0.5
C 17.6950 5.9531 10.2484 0.9 0.8 -1.0
H 17.1349 11.5184 14.1684 -0.6 0.1 0.1
C 5.5037 11.4848 12.1118 0.8 0.1 0.1
P 10.2657 14.1534 14.0500 3.9 0.6 -3.8
H 16.1994 5.1734 14.4886 0.4 -0.5 0.3
H 7.3267 8.2030 8.9125 -0.7 -1.1 0.1
H 16.3173 7.4772 15.3783 -0.7 -0.4 -0.6
H 14.2522 12.0326 11.5987 0.8 -0.1 1.1
H 9.9492 11.5071 17.3726 -0.6 -0.6 0.7
H 10.8371 15.1827 17.8836 -0.8 1.5 0.0
C 8.4119 17.5755 14.0224 -1.3 -1.6 0.4
H 5.5458 9.7459 9.5869 0.0 -1.7 0.6
C 15.1117 5.6671 10.4675 0.8 -0.3 -0.1
C 16.3022 6.6680 10.3199 -0.5 -0.4 0.1
O 9.3112 13.0243 13.7136 -0.8 -0.4 -0.3
S 8.7953 12.7110 9.2143 0.2 2.0 0.7
H 15.2936 4.5499 13.0964 0.1 0.4 0.3
H 11.1456 16.4596 12.3786 0.4 0.1 -0.4
S 8.9975 9.6648 12.2415 -0.1 0.1 -0.6
H 15.1011 4.9200 11.2879 0.2 0.9 -0.6
N 6.5214 10.7968 11.4296 -0.2 0.7 0.6
H 16.8863 13.1338 10.7821 0.0 0.1 -0.1
O 11.4165 14.2151 12.9304 -2.9 -0.7 2.4
N 9.7509 10.3076 8.5101 0.6 -1.3 -1.7
H 4.7154 12.0155 11.6196 -0.1 -0.2 -0.4
H 17.4795 12.9940 13.2114 0.0 -0.8 0.0
H 9.9682 8.2658 7.9243 -0.3 -0.1 0.2
C 10.6986 11.9444 16.7564 -0.2 -0.3 -1.7
C 16.7240 12.0590 10.7073 0.3 -0.1 0.6
C 7.4646 10.4556 12.3134 -1.3 -0.5 2.7
B 6.3874 10.4982 9.9123 -1.5 2.2 -1.2
C 5.7999 11.5077 13.4324 0.0 -1.1 -0.5
C 15.5431 9.1880 12.9804 0.6 -1.8 1.3
H 9.1378 18.0210 14.6880 -0.2 0.3 0.3
Se 12.0672 7.2604 18.1999 0.1 0.3 -0.4
H 9.0993 15.9947 11.1420 -1.3 -0.1 0.4
H 15.7872 6.6733 8.1625 0.2 0.3 0.5
H 17.6116 11.5924 10.2803 0.3 0.1 0.4
C 15.8723 5.3988 13.4872 -0.1 0.8 0.1
O 10.8945 13.9795 15.4591 1.1 -0.2 1.2
H 10.5954 11.4621 15.7217 0.4 0.7 1.5
H 8.5128 10.9541 15.1578 -1.1 -0.1 -0.6
H 11.4034 10.0563 7.2421 0.1 -0.4 -0.6
H 13.4945 6.2552 12.3160 -0.4 -0.1 -0.2
H 8.6110 13.5720 17.9124 0.3 0.3 -1.3
C 8.9382 13.8067 16.8453 -1.4 -0.3 0.8
N 6.9419 10.7552 13.6000 1.2 0.7 -0.6
C 17.3841 11.8817 13.1714 0.6 0.5 0.2